Record 1
{"formula": "C26H20BrFeN4OS3", "method": "ωB97M-V/def2-TZVPD", "species": ["Fe", "C", "C", "C", "C", "C", "C", "C", "C", "S", "C", "N", "C", "C", "C", "C", "C", "C", "C", "C", "H", "H", "H", "H", "H", "H", "H", "H", "H", "H", "H", "H", "H", "H", "H", "H", "O", "C", "C", "C", "N", "C", "Br", "C", "H", "H", "H", "H", "S", "C", "S", "C", "C", "N", "C", "N"], "coordinates": [[-0.841, -1.493, -1.108], [1.588, 3.802, 3.325], [1.682, 3.515, 1.817], [2.679, 2.373, 1.608], [2.209, 4.756, 1.081], [0.289, 3.156, 1.302], [-0.729, 4.121, 1.355], [-2.019, 3.842, 0.939], [-2.295, 2.579, 0.441], [-3.779, 1.949, -0.206], [-2.956, 0.437, -0.571], [-1.698, 0.413, -0.209], [-1.293, 1.603, 0.345], [-0.007, 1.900, 0.803], [-3.562, -0.629, -1.322], [-4.941, -0.682, -1.580], [-5.451, -1.698, -2.356], [-4.591, -2.663, -2.879], [-3.229, -2.613, -2.613], [-2.675, -1.601, -1.829], [2.570, 4.057, 3.733], [1.217, 2.919, 3.849], [0.906, 4.627, 3.531], [3.651, 2.657, 2.018], [2.809, 2.149, 0.547], [2.352, 1.466, 2.120], [3.255, 4.936, 1.342], [1.642, 5.651, 1.339], [2.144, 4.610, 0.002], [-0.510, 5.117, 1.719], [-2.791, 4.600, 0.984], [0.738, 1.122, 0.747], [-5.593, 0.075, -1.151], [-6.517, -1.750, -2.544], [-4.988, -3.469, -3.487], [-2.578, -3.381, -3.016], [5.135, -1.367, -0.552], [3.796, -1.282, -0.438], [3.089, -1.860, 0.615], [1.720, -1.746, 0.641], [1.023, -1.085, -0.290], [1.729, -0.543, -1.278], [0.637, 0.244, -2.630], [3.091, -0.599, -1.421], [5.476, -1.949, 0.135], [3.611, -2.405, 1.391], [1.120, -2.211, 1.413], [3.596, -0.157, -2.267], [0.195, -3.418, -2.184], [-0.379, -4.304, -0.820], [-1.369, -3.418, 0.273], [-0.049, -5.647, -0.638], [0.879, -6.300, -1.490], [1.663, -6.839, -2.145], [-0.599, -6.443, 0.397], [-1.049, -7.125, 1.213]], "mulliken_charge": [-0.404, -1.687, 2.184, -2.011, -1.789, 0.095, -0.382, -1.272, 1.037, -0.428, 0.945, -0.180, -1.333, 0.475, 0.663, -0.881, -0.622, -0.663, -0.069, 0.078, 0.430, 0.380, 0.363, 0.481, 0.384, 0.400, 0.447, 0.351, 0.390, 0.382, 0.373, 0.140, 0.310, 0.366, 0.374, 0.380, -0.556, 0.939, -0.747, -0.869, 0.318, 0.517, -0.070, -0.839, 0.306, 0.383, 0.559, 0.505, -0.442, 0.749, -0.499, 0.108, 0.051, -0.607, 0.093, -0.604], "total_charge": -1, "de_lowest_kcal_mol": 0.00, "lumo_ev": [1.95, 1.95], "gap_ev": [6.1, 6.1]}



Record 2
{"formula": "C26H20F9N6NiO2S4", "method": "ωB97M-V/def2-TZVPD", "species": ["Ni", "C", "C", "N", "N", "C", "S", "S", "C", "C", "C", "C", "C", "C", "C", "C", "C", "C", "C", "C", "C", "O", "H", "H", "H", "H", "H", "H", "H", "H", "H", "H", "H", "H", "H", "H", "N", "C", "N", "C", "C", "S", "C", "C", "S", "C", "N", "N", "H", "H", "H", "H", "H", "H", "F", "C", "F", "F", "C", "O", "C", "F", "F", "F", "C", "F", "F", "F"], "coordinates": [[-1.369, -1.208, 0.318], [1.414, -2.754, -0.247], [1.441, -1.433, 0.453], [0.516, -0.560, 0.264], [0.788, 0.669, 0.863], [-0.183, 1.144, 1.540], [-1.723, 0.397, 1.731], [0.044, 2.653, 2.408], [1.821, 2.907, 2.153], [2.208, 3.359, 0.771], [3.033, 2.571, -0.022], [3.396, 2.992, -1.294], [2.930, 4.200, -1.791], [2.101, 4.990, -1.006], [1.747, 4.571, 0.267], [2.495, -1.213, 1.466], [3.830, -1.039, 1.135], [4.789, -0.801, 2.109], [4.374, -0.766, 3.443], [3.059, -0.983, 3.798], [2.045, -1.240, 2.831], [0.834, -1.501, 3.148], [0.831, -2.729, -1.162], [1.007, -3.506, 0.436], [2.440, -3.050, -0.472], [2.339, 1.989, 2.429], [2.069, 3.680, 2.885], [3.367, 1.614, 0.360], [4.032, 2.363, -1.905], [3.200, 4.519, -2.790], [1.722, 5.929, -1.389], [1.080, 5.177, 0.870], [4.117, -1.056, 0.087], [5.824, -0.638, 1.840], [5.104, -0.571, 4.223], [2.755, -0.964, 4.838], [-1.733, -2.279, 3.524], [-2.387, -2.905, 2.554], [-2.323, -2.599, 1.271], [-2.932, -3.556, 0.477], [-3.602, -4.519, 1.136], [-3.408, -4.294, 2.845], [-2.615, -3.412, -0.937], [-3.068, -4.075, -2.020], [-2.278, -3.470, -3.432], [-1.396, -2.338, -2.463], [-1.653, -2.454, -1.185], [-0.519, -1.434, -2.958], [-0.843, -1.796, 3.278], [-1.752, -2.689, 4.441], [-4.140, -5.361, 0.738], [-3.802, -4.860, -2.071], [-0.583, -1.287, -3.954], [-0.655, -0.550, -2.446], [-1.858, 2.894, -0.576], [-1.693, 2.462, -1.831], [-1.807, 3.541, -2.641], [-0.431, 2.025, -1.942], [-2.696, 1.302, -2.174], [-2.291, 0.148, -1.679], [-4.111, 1.702, -1.634], [-5.069, 0.952, -2.220], [-4.435, 2.994, -1.868], [-4.204, 1.501, -0.323], [-2.794, 1.204, -3.742], [-3.490, 2.186, -4.343], [-1.554, 1.213, -4.291], [-3.352, 0.044, -4.117]], "mulliken_charge": [1.250, -1.335, 0.667, -0.351, -0.055, 0.442, -0.647, -0.233, -0.752, 0.362, 0.116, -0.684, -0.389, -0.657, -0.289, 0.052, -0.221, -0.770, -0.451, -0.646, 0.063, -0.790, 0.169, 0.171, 0.537, 0.090, 0.470, 0.350, 0.383, 0.374, 0.366, 0.338, 0.427, 0.384, 0.334, 0.390, -0.333, 0.583, 0.045, -0.246, -0.121, -0.261, -0.963, -0.217, -0.240, 0.181, 0.716, -0.187, 0.205, 0.300, 0.443, 0.476, 0.378, -0.029, -0.244, 0.568, -0.334, -0.232, 0.770, -0.894, 0.302, -0.298, -0.295, -0.179, 0.492, -0.281, -0.293, -0.278], "total_charge": -1, "lumo_ev": 2.01, "gap_ev": 6.2}



Record 3
{"formula": "C26H20IrO5P", "method": "ωB97M-V/def2-TZVPD", "species": ["Ir", "O", "C", "C", "O", "C", "C", "O", "C", "O", "O", "C", "C", "C", "C", "C", "C", "C", "P", "C", "C", "C", "C", "C", "C", "C", "C", "C", "C", "C", "C", "C", "C", "H", "H", "H", "H", "H", "H", "H", "H", "H", "H", "H", "H", "H", "H", "H", "H", "H", "H", "H", "H"], "coordinates": [[0.360, 1.049, -2.164], [-1.866, -3.030, -6.612], [-1.508, -2.403, -5.639], [-0.421, -2.769, -4.600], [0.059, -3.865, -4.449], [-0.197, -1.545, -3.807], [-1.227, -0.557, -4.133], [-1.299, 0.549, -3.529], [-2.093, -1.026, -5.233], [-3.009, -0.391, -5.681], [0.685, -1.315, -2.939], [-1.317, 3.263, 0.189], [-1.895, 2.201, 1.107], [-2.989, 2.541, 1.856], [-3.660, 1.610, 2.632], [-3.135, 0.358, 2.838], [-1.969, 0.028, 2.135], [-1.406, 0.914, 1.221], [0.009, 0.428, 0.187], [0.147, -1.342, 0.566], [-0.858, -2.087, -0.093], [-0.976, -3.456, 0.070], [-0.038, -4.100, 0.878], [1.007, -3.400, 1.438], [1.141, -2.020, 1.243], [2.317, -1.444, 2.031], [1.420, 1.350, 0.888], [1.454, 1.788, 2.216], [2.561, 2.476, 2.686], [3.558, 2.800, 1.771], [3.509, 2.346, 0.478], [2.421, 1.628, -0.028], [2.325, 1.104, -1.481], [-1.891, 4.180, 0.158], [-1.315, 2.847, -0.865], [-0.287, 3.475, 0.435], [-3.463, 3.523, 1.749], [-4.573, 1.891, 3.114], [-3.659, -0.346, 3.509], [-1.570, -0.970, 2.280], [-1.578, -1.577, -0.714], [-1.730, -4.027, -0.457], [-0.135, -5.184, 1.054], [1.701, -3.875, 2.094], [3.014, -2.232, 2.332], [1.934, -1.035, 2.928], [2.833, -0.638, 1.552], [0.604, 1.546, 2.861], [2.574, 2.904, 3.682], [4.406, 3.441, 2.048], [4.307, 2.603, -0.184], [2.687, 0.072, -1.553], [3.033, 1.722, -2.062]], "lowdin_spin": [2.274, 0.057, 0.011, 0.027, 0.107, 0.102, 0.133, 0.289, 0.029, 0.118, 0.333, 0.022, 0.009, 0.000, 0.009, 0.001, 0.014, 0.027, 0.128, 0.013, 0.008, 0.000, 0.006, 0.000, 0.006, 0.001, 0.017, 0.003, 0.005, 0.004, 0.007, 0.037, 0.138, 0.001, 0.021, 0.001, 0.000, 0.001, 0.000, 0.001, 0.001, 0.000, 0.000, 0.000, 0.000, 0.000, 0.000, 0.001, 0.000, 0.000, 0.000, 0.015, 0.027], "spin_multiplicity": 5, "lumo_ev": [-0.67, -2.64], "gap_ev": [6.5, 6.6]}



Record 4
{"formula": "C26H20N2O6S", "method": "ωB97M-V/def2-TZVPD", "species": ["C", "O", "C", "C", "C", "C", "C", "C", "C", "C", "C", "C", "C", "C", "O", "C", "O", "C", "C", "N", "C", "S", "N", "C", "O", "C", "C", "C", "C", "C", "C", "O", "C", "C", "O", "H", "H", "H", "H", "H", "H", "H", "H", "H", "H", "H", "H", "H", "H", "H", "H", "H", "H", "H", "H"], "coordinates": [[-0.610, -5.183, -1.052], [-0.409, -3.797, -0.916], [-1.460, -3.014, -0.586], [-2.787, -3.432, -0.544], [-3.810, -2.540, -0.290], [-3.545, -1.188, -0.083], [-4.616, -0.212, 0.134], [-4.534, 1.057, -0.343], [-5.572, 2.009, -0.110], [-5.536, 3.328, -0.578], [-6.576, 4.188, -0.312], [-7.675, 3.753, 0.425], [-7.736, 2.458, 0.895], [-6.685, 1.583, 0.629], [-6.772, 0.319, 1.098], [-5.804, -0.623, 0.897], [-5.995, -1.716, 1.369], [-2.216, -0.770, -0.091], [-1.181, -1.662, -0.311], [0.136, -1.178, -0.296], [1.172, -1.711, 0.361], [1.135, -2.998, 1.385], [2.397, -1.070, 0.200], [2.659, 0.114, -0.432], [1.801, 0.747, -1.031], [4.065, 0.574, -0.359], [4.511, 1.440, -1.358], [5.796, 1.932, -1.338], [6.668, 1.578, -0.314], [6.236, 0.690, 0.681], [4.938, 0.203, 0.659], [7.061, 0.278, 1.692], [8.425, 0.543, 1.446], [8.598, 1.968, 0.924], [7.918, 2.122, -0.305], [-1.028, -5.615, -0.138], [-1.260, -5.413, -1.902], [0.379, -5.604, -1.227], [-3.033, -4.466, -0.725], [-4.826, -2.896, -0.269], [-3.681, 1.367, -0.930], [-4.679, 3.656, -1.148], [-6.543, 5.205, -0.674], [-8.487, 4.434, 0.630], [-8.578, 2.102, 1.466], [-1.967, 0.260, 0.116], [0.327, -0.277, -0.744], [3.153, -1.543, 0.678], [3.825, 1.722, -2.142], [6.152, 2.608, -2.099], [4.645, -0.439, 1.476], [8.944, 0.402, 2.395], [8.815, -0.165, 0.702], [9.646, 2.197, 0.729], [8.196, 2.676, 1.661]], "mulliken_charge": [-1.004, -0.407, 0.924, -0.616, -1.178, 0.361, 0.306, -0.641, 0.870, -0.662, -0.637, -0.436, -0.433, -0.019, -0.391, 0.270, -0.654, -0.521, 0.014, -0.066, 0.231, -0.471, -0.127, 0.907, -0.804, 0.666, -0.754, -0.715, 0.544, 0.224, -0.825, -0.449, -0.452, -0.450, -0.456, 0.390, 0.351, 0.258, 0.423, 0.424, 0.565, 0.418, 0.396, 0.368, 0.468, 0.607, 0.404, 0.193, 0.442, 0.441, 0.439, 0.342, 0.292, 0.341, 0.288], "lumo_ev": -0.15, "gap_ev": 7.8}



Number 1: total energy -172232.5272 eV. Number 2: total energy -149168.2367 eV. Number 3: total energy -49647.2856 eV. Number 4: total energy -53387.6156 eV.